1.
Below is C38H38AsN5O2PSc as an isolated structure, with properties calculated with ωB97M-V/def2-TZVPD.

The geometry in ORCA input format:
```
! wB97M-V def2-TZVPD RIJCOSX def2/J DEFGRID3
* xyz 2 1
As 2.96 2.88 -0.99
Sc -1.52 -0.21 -1.29
P 0.64 -0.81 0.33
O -7.20 2.88 0.24
O -1.20 1.48 -5.23
N -1.12 0.44 -3.11
N -6.68 1.89 2.24
N -3.85 -1.78 -2.83
N -2.46 1.51 -0.37
N -3.22 -1.57 -1.60
C 1.45 -4.88 -1.54
C 3.27 3.12 0.92
C 6.91 1.51 -1.51
C 7.36 2.19 -2.65
C -0.29 -1.76 4.78
C 0.41 -2.71 3.93
C 0.80 -2.38 2.63
C -4.02 1.51 1.51
C 2.49 0.86 -0.99
C 2.50 -3.91 -1.57
C -1.12 0.93 -4.19
C 0.09 -3.37 -0.23
C -0.45 -0.49 4.33
C 4.83 2.74 -1.52
C 4.74 2.98 2.89
C 0.99 -2.37 -0.40
C 0.45 -1.15 2.07
C 2.22 3.44 1.75
C 2.37 3.28 3.18
C 0.26 -4.59 -0.95
C 5.40 3.58 -2.51
C 2.20 0.22 0.34
C -2.77 1.23 0.94
C -4.94 2.14 0.62
C -4.51 2.57 -0.62
C 6.67 3.32 -3.03
C -0.02 -0.15 3.01
C -3.28 2.16 -1.15
C -4.67 -2.85 -2.79
C -6.38 2.31 0.94
C 3.62 3.01 3.71
C 2.21 -2.62 -1.09
C -4.67 -3.29 -1.43
C -3.84 -2.21 0.77
C 5.62 1.72 -0.98
C -5.32 -3.32 -4.07
C -3.90 -2.40 -0.73
C 4.50 3.01 1.54
H 8.18 1.83 -3.18
H 1.25 3.69 1.22
H 1.62 0.76 -1.61
H -3.61 -1.19 -3.63
H 5.38 3.18 0.88
H 3.03 -0.37 0.72
H -6.18 1.11 2.54
H -0.54 -5.28 -0.91
H -0.93 0.32 5.02
H 3.36 0.38 -1.48
H 3.38 -4.10 -2.19
H -1.92 0.81 1.49
H -7.68 1.89 2.48
H -4.89 -4.28 -4.27
H -0.76 -3.36 0.51
H -4.87 -2.02 1.10
H -0.21 0.86 2.59
H 5.80 2.88 3.22
H 0.59 -3.77 4.19
H 7.09 4.04 -3.76
H 1.52 3.37 3.89
H 1.95 0.96 1.12
H -5.21 3.01 -1.32
H -6.40 -3.41 -3.98
H 7.54 0.76 -1.05
H 5.27 1.00 -0.22
H 4.85 4.44 -2.91
H 1.67 -5.86 -1.87
H 2.91 -1.80 -1.34
H -5.27 -4.17 -1.01
H -3.01 2.34 -2.24
H -0.57 -1.95 5.81
H -3.20 -1.48 1.21
H -5.16 -2.56 -4.81
H -3.51 -3.16 1.25
H -4.21 1.40 2.55
H 1.42 -3.01 1.99
H 3.76 2.68 4.75
*
```

Its LUMO energy is -6.672 eV. The energy above the lowest of the compared OMol25 structures with the same formula, charge and spin is 107.5 kJ/mol. For the HOMO-LUMO gap, the calculation gives 5.9 eV. The largest force on an atom comes out at 4.2 eV Å⁻¹. For the total energy, the calculation gives -142382.3185 eV.

***

2.
Below is C38H38BrCsN6O4 as an isolated structure, with properties calculated with ωB97M-V/def2-TZVPD.

The geometry in ORCA input format:
```
! wB97M-V def2-TZVPD RIJCOSX def2/J DEFGRID3
* xyz -2 1
Cs -1.23 -0.10 0.85
Br 0.02 0.52 4.25
O -1.14 2.96 0.03
O -4.91 -2.44 2.71
O 0.27 5.10 -0.77
O -3.43 -0.89 1.98
N 1.37 -1.95 0.62
N -2.65 -2.88 0.13
N 0.00 2.97 2.61
N -0.30 4.08 1.92
N 0.65 -1.20 -1.95
N -1.13 0.77 -2.76
C -1.74 2.06 -2.98
C 2.45 -1.01 0.38
C 1.36 0.84 -5.55
C 3.33 -0.19 4.36
C 1.16 -5.27 -1.09
C 1.31 -4.29 -0.11
C -1.09 7.04 -1.08
C -4.10 -1.96 1.90
C 2.79 1.05 3.80
C -3.47 -4.22 -1.67
C 2.79 -0.88 5.44
C 0.93 -2.50 -1.74
C -1.76 5.27 0.42
C 4.49 -0.70 3.77
C 1.53 1.50 3.67
C -2.45 -3.60 -0.97
C -3.89 -2.78 0.62
C -3.20 7.19 0.12
C 0.94 -4.87 -2.40
C -0.02 0.44 -3.58
C -2.12 -0.28 -2.64
C -0.79 5.78 -0.50
C -2.92 5.95 0.70
C 2.19 -0.20 -5.17
C -1.44 3.93 1.02
C 0.84 -0.62 -3.17
C 1.22 -2.94 -0.40
C 0.26 1.15 -4.75
C -4.97 -3.40 -0.01
C 3.36 -2.06 5.89
C 1.93 -0.91 -4.01
C 5.06 -1.88 4.21
C 4.50 -2.57 5.27
C -2.26 7.71 -0.77
C -4.76 -4.11 -1.17
C 1.40 -2.43 1.98
C 0.85 -3.52 -2.71
C 1.20 2.73 2.95
H 0.50 -3.01 2.20
H -3.25 -4.78 -2.57
H -1.64 -1.25 -2.56
H -2.80 -0.29 -3.51
H 0.48 4.52 1.43
H -1.00 2.85 -2.98
H 2.03 3.38 2.65
H 2.40 -0.64 -0.64
H -1.42 -3.67 -1.31
H 3.52 1.69 3.31
H 3.06 -0.45 -5.77
H -2.26 3.54 1.63
H -2.46 8.67 -1.25
H -5.95 -3.32 0.45
H 2.28 -3.06 2.20
H 1.49 -4.61 0.91
H 2.60 -1.71 -3.70
H -0.49 3.44 -0.54
H 1.21 -6.32 -0.83
H -4.11 7.72 0.35
H -3.63 5.51 1.40
H 1.43 -1.57 2.65
H 2.36 -0.16 1.06
H -2.31 2.11 -3.92
H 1.90 -0.50 5.94
H -5.59 -4.58 -1.69
H -2.72 -0.12 -1.74
H 4.92 -0.17 2.93
H 5.94 -2.27 3.71
H 2.91 -2.59 6.72
H 1.56 1.42 -6.45
H -2.43 2.26 -2.16
H 0.83 -5.61 -3.18
H -0.38 7.45 -1.79
H 4.93 -3.50 5.62
H 3.43 -1.48 0.56
H 0.64 -3.22 -3.73
H -0.40 1.96 -5.05
*
```

Its LUMO energy is 3.684 eV. The energy above the lowest of the compared OMol25 structures with the same formula, charge and spin is 45.7 kJ/mol. For the HOMO-LUMO gap, the calculation gives 5.0 eV. The largest force on an atom comes out at 1.3 eV Å⁻¹. For the total energy, the calculation gives -127745.5971 eV.

***

3.
Below is C38H38F3IN4O4SSiTi as an isolated structure, with properties calculated with ωB97M-V/def2-TZVPD.

The geometry in ORCA input format:
```
! wB97M-V def2-TZVPD RIJCOSX def2/J DEFGRID3
* xyz -1 2
I -3.49 2.54 1.06
Ti -1.25 0.12 0.47
S -0.23 -1.90 -1.78
Si 1.49 0.47 2.36
F 5.13 -0.52 -5.73
F 5.81 1.46 -5.15
F 6.73 -0.31 -4.30
O -3.70 1.26 -5.96
O -1.49 0.59 2.32
O -2.62 -0.65 -0.26
O -2.09 -3.83 1.69
N -3.11 -2.87 3.47
N -1.73 -1.61 2.03
N -5.10 -1.11 -2.82
N -1.25 1.48 -0.81
C -4.98 -2.06 -0.58
C 0.98 -0.95 3.53
C 3.37 0.49 2.66
C -1.53 -2.94 -2.49
C 2.68 0.22 -1.44
C 3.21 -0.99 -1.99
C 0.56 4.71 -0.50
C 5.67 0.03 2.04
C -3.66 -4.16 3.88
C -4.44 -1.17 -1.67
C -3.26 -0.46 -1.42
C 0.98 0.21 0.57
C 0.21 3.46 -0.97
C 5.53 0.23 -4.67
C 5.17 0.80 4.26
C -1.29 4.67 1.03
C -2.28 -2.81 2.33
C 4.11 -0.97 -3.02
C 1.79 0.22 -0.40
C -1.70 1.32 -2.11
C -3.44 0.44 -3.65
C 4.55 0.25 -3.56
C -2.93 1.31 -4.77
C -2.04 -0.51 2.72
C -2.93 -0.55 3.83
C 4.32 0.08 1.73
C 4.08 1.45 -3.02
C 0.38 -3.05 -0.52
C -4.58 -0.32 -3.78
C -0.86 2.75 -0.41
C 3.18 1.45 -1.99
C -3.42 -1.76 4.17
C -2.75 0.44 -2.41
C 0.91 2.17 3.01
C 3.83 0.85 3.93
C -0.17 5.31 0.52
C -1.63 3.42 0.55
C 6.10 0.39 3.31
H 6.39 -0.30 1.30
H -1.91 5.15 1.79
H -1.37 2.05 -2.83
H 4.00 -0.19 0.73
H -4.10 -1.90 5.00
H -5.75 -2.72 -0.98
H -4.18 -2.66 -0.14
H 0.60 -1.81 2.97
H -5.41 -1.45 0.22
H 5.50 1.09 5.25
H 0.31 2.06 3.91
H 4.49 -1.90 -3.42
H -2.18 -3.30 -1.69
H 2.87 -1.94 -1.57
H 0.79 -3.94 -1.00
H 1.16 -2.54 0.03
H 1.85 -1.28 4.09
H 0.77 2.98 -1.77
H 0.21 -0.64 4.24
H 7.15 0.35 3.56
H -1.89 1.04 -4.98
H -3.21 -4.49 4.81
H -0.43 -3.33 0.15
H 3.11 1.18 4.68
H -5.16 -0.29 -4.70
H 0.11 6.29 0.89
H -4.74 -4.08 4.01
H -2.10 -2.33 -3.18
H 2.86 2.38 -1.55
H 0.29 2.68 2.26
H -2.94 2.36 -4.46
H 4.44 2.39 -3.42
H -3.18 0.35 4.37
H -3.44 -4.88 3.09
H 1.77 2.80 3.23
H -1.07 -3.78 -3.02
H 1.40 5.23 -0.94
H -3.80 0.34 -6.22
*
```

Its LUMO energy (alpha / beta) is 2.026 / 2.024 eV. The energy above the lowest of the compared OMol25 structures with the same formula, charge and spin is 76.8 kJ/mol. For the HOMO-LUMO gap (alpha / beta), the calculation gives 4.9 / 5.0 eV. The expectation value of S² is 0.7819. The largest force on an atom comes out at 2.4 eV Å⁻¹. For the total energy, the calculation gives -112258.1161 eV.